{"formula": "C54H56FN8O5W", "method": "ωB97M-V/def2-TZVPD", "homo_lumo_gap_ev": [5.57, 6.91], "spin_multiplicity": 3, "e_homo_ev": [-12.53, -13.92], "charge": 3, "elements": ["W", "C", "C", "C", "C", "C", "N", "C", "C", "C", "N", "C", "C", "C", "C", "C", "C", "C", "C", "N", "C", "C", "C", "N", "C", "C", "C", "C", "O", "C", "O", "H", "H", "H", "H", "H", "H", "H", "H", "H", "H", "H", "H", "H", "H", "H", "H", "H", "H", "H", "H", "H", "H", "H", "H", "H", "H", "H", "H", "F", "C", "C", "C", "C", "O", "C", "C", "N", "C", "C", "C", "C", "C", "C", "N", "C", "C", "N", "C", "C", "C", "O", "O", "H", "H", "H", "H", "H", "H", "H", "H", "H", "H", "H", "H", "H", "H", "H", "H", "H", "H", "N", "C", "C", "C", "C", "C", "C", "C", "C", "C", "C", "C", "C", "C", "H", "H", "H", "H", "H", "H", "H", "H", "H", "H"], "positions_angstrom": [[-0.242666, -0.493620, 1.774215], [-3.901647, 3.929978, -2.603120], [-2.935660, 3.240874, -1.669989], [-1.932809, 3.909561, -1.024485], [-1.021039, 3.282236, -0.132859], [-0.124638, 4.195338, 0.489660], [0.903460, 4.100467, 1.287268], [1.856341, 2.999064, 1.569490], [2.846804, 3.418608, 2.644594], [2.249936, 3.375396, 4.056325], [1.950346, 1.996258, 4.447006], [2.817648, 1.191012, 4.981691], [2.703747, -0.220438, 4.998528], [3.677036, -0.968219, 5.688210], [3.751548, -2.337018, 5.602931], [4.787086, -3.133140, 6.360928], [2.847803, -2.951786, 4.727890], [1.885861, -2.261081, 4.007977], [1.019430, -3.008834, 3.122037], [0.109642, -2.543107, 2.349848], [-0.673688, -3.541932, 1.594808], [-2.166155, -3.253847, 1.738017], [-2.694483, -2.358335, 0.639219], [-2.060297, -1.015026, 0.606112], [-2.607908, -0.193651, -0.194174], [-2.246259, 1.199277, -0.494853], [-3.070366, 1.874812, -1.368219], [-1.160995, 1.883718, 0.123980], [-0.389320, 1.287312, 0.951957], [1.731302, -0.867286, 4.187251], [0.776374, -0.197128, 3.651789], [-3.569220, 4.937811, -2.845241], [-4.892889, 4.004014, -2.152630], [-4.010061, 3.374939, -3.536016], [-1.829141, 4.977316, -1.193348], [-0.381266, 5.232980, 0.290335], [1.277059, 5.005831, 1.546479], [2.377251, 2.751597, 0.645145], [1.318160, 2.116742, 1.873543], [3.238609, 4.423358, 2.454189], [3.694932, 2.734205, 2.584080], [1.317501, 3.937270, 4.110488], [2.942971, 3.805509, 4.777858], [1.115904, 1.536160, 4.072639], [3.711026, 1.648707, 5.402636], [4.395401, -0.434299, 6.303864], [5.005823, -2.677044, 7.325122], [5.722724, -3.190325, 5.801146], [4.445716, -4.151881, 6.538375], [2.904849, -4.029509, 4.598366], [1.177911, -4.088074, 3.123185], [-0.436156, -4.540765, 1.955616], [-0.380451, -3.479412, 0.546421], [-2.341296, -2.789134, 2.709129], [-2.727593, -4.187885, 1.717287], [-3.769263, -2.223905, 0.744490], [-2.505624, -2.829605, -0.328903], [-3.509749, -0.527348, -0.716972], [-3.892724, 1.323641, -1.819175], [-1.742453, -2.025963, -4.744188], [-0.491011, -1.724944, -4.337642], [-0.282789, -1.569499, -3.003680], [0.976034, -1.220315, -2.505718], [1.187473, -0.973735, -1.086235], [0.269502, -1.215350, -0.259612], [2.475147, -0.505560, -0.725745], [3.463051, -0.446052, -1.666116], [3.296321, -0.764914, -2.956918], [4.464658, -0.777483, -3.830642], [4.841289, -2.067845, -4.493690], [5.673796, -1.531532, -3.372937], [2.025529, -1.083872, -3.423279], [1.795453, -1.263719, -4.793131], [0.541429, -1.572427, -5.295919], [0.344606, -1.768304, -6.671006], [-0.957833, -2.177100, -7.218465], [-0.830427, -2.412482, -8.721666], [0.511546, -3.031027, -8.997688], [1.625655, -2.040543, -8.722249], [1.162093, -1.061383, -7.649270], [2.798488, -0.089200, 0.670451], [3.916031, 0.332023, 0.934642], [1.826913, -0.170923, 1.504021], [-1.111071, -1.711083, -2.320036], [4.463084, -0.156752, -1.366263], [4.618720, 0.153497, -4.361046], [5.235474, -2.030424, -5.500106], [4.222843, -2.929900, -4.279570], [6.636051, -1.098166, -3.602804], [5.624453, -2.043458, -2.421407], [2.641675, -1.194794, -5.457905], [-1.745718, -1.437470, -7.063752], [-1.270796, -3.100917, -6.737211], [-0.872591, -1.496321, -9.304908], [-1.613616, -3.079099, -9.072584], [0.568105, -3.363544, -9.961124], [0.628076, -3.847850, -8.396345], [1.858663, -1.530062, -9.654281], [2.492695, -2.614794, -8.406004], [0.598158, -0.236209, -8.094256], [2.040791, -0.618874, -7.197329], [-1.665311, 0.123335, 2.929100], [-2.700218, 0.764861, 3.246158], [-2.605350, 1.997388, 4.095607], [-3.546303, 2.274204, 5.082150], [-3.468193, 3.451899, 5.811396], [-2.471120, 4.378630, 5.535365], [-1.539082, 4.116053, 4.539434], [-1.599421, 2.923995, 3.831976], [-4.064585, 0.401262, 2.728874], [-4.601848, -0.859525, 2.953390], [-5.851245, -1.194497, 2.445384], [-6.566038, -0.271646, 1.693525], [-6.033384, 0.994105, 1.465879], [-4.795433, 1.333688, 1.994465], [-4.336571, 1.560946, 5.287065], [-4.194861, 3.655376, 6.586842], [-2.425701, 5.307133, 6.089770], [-0.777852, 4.856187, 4.319229], [-0.893525, 2.700490, 3.034298], [-4.050846, -1.572728, 3.557291], [-6.273923, -2.170769, 2.649387], [-7.546793, -0.526318, 1.312610], [-6.596551, 1.726676, 0.900490], [-4.388211, 2.327314, 1.831743]], "forces_ev_per_a": [[-0.6, -1.7, 1.2], [0.1, -0.1, 0.1], [-0.2, -0.1, -0.1], [0.0, 0.1, 0.0], [0.1, 0.0, -0.1], [-0.4, 0.0, 0.1], [0.5, -0.1, -0.1], [-0.1, 0.1, 0.1], [-0.1, 0.0, 0.1], [0.0, -0.1, 0.1], [0.0, 0.2, -0.3], [0.0, 0.0, 0.1], [0.0, 0.1, 0.1], [0.1, 0.1, 0.1], [0.0, -0.2, 0.0], [-0.1, 0.1, -0.1], [0.2, -0.2, 0.1], [-0.2, -0.1, -0.3], [0.3, 0.0, 0.4], [-0.2, -0.2, -0.3], [0.0, 0.1, 0.1], [0.1, 0.1, 0.0], [0.1, 0.1, 0.0], [0.3, 0.0, -0.3], [-0.3, 0.5, -0.2], [0.2, -0.4, 0.2], [-0.3, 0.2, -0.2], [-0.3, 0.0, 0.2], [0.3, 1.8, -0.7], [0.1, 0.0, 0.0], [-0.3, 0.3, 0.2], [0.0, 0.0, 0.0], [0.0, 0.0, 0.0], [0.0, 0.0, 0.0], [0.0, 0.0, 0.0], [0.0, 0.0, 0.0], [0.0, 0.0, 0.0], [0.0, 0.1, -0.1], [-0.1, -0.1, 0.0], [0.0, 0.0, 0.0], [0.0, 0.0, 0.0], [0.0, 0.0, 0.1], [0.0, 0.0, 0.0], [0.0, 0.0, 0.0], [0.0, 0.0, 0.0], [0.0, 0.0, 0.0], [0.0, 0.0, 0.0], [0.0, 0.0, 0.0], [0.0, 0.0, 0.0], [0.0, 0.0, 0.0], [-0.1, 0.0, 0.1], [0.0, 0.0, 0.1], [0.1, 0.0, -0.1], [-0.1, -0.1, 0.0], [0.0, 0.0, -0.1], [-0.1, 0.0, 0.0], [0.0, 0.0, 0.0], [0.0, 0.0, 0.0], [0.0, 0.1, 0.0], [0.0, 0.0, 0.0], [0.0, 0.0, -0.1], [-0.1, 0.0, 0.2], [0.1, 0.1, 0.1], [0.5, -0.2, -0.1], [-0.5, 0.0, -0.1], [-0.2, 0.1, -0.1], [0.1, -0.1, -0.1], [0.1, -0.1, -0.1], [-0.2, 0.1, 0.0], [0.0, -0.1, 0.0], [0.1, 0.0, 0.1], [0.1, 0.1, 0.0], [0.1, -0.1, 0.0], [-0.1, -0.1, -0.1], [0.0, 0.0, 0.0], [0.1, 0.0, 0.0], [0.0, 0.0, 0.0], [0.0, 0.1, 0.0], [0.0, 0.0, 0.0], [-0.1, 0.0, 0.1], [0.2, 0.1, -0.2], [-0.3, 0.0, 0.0], [0.1, 0.0, 0.3], [0.0, 0.1, 0.0], [0.0, 0.0, 0.0], [0.0, 0.0, 0.0], [0.0, 0.0, 0.0], [0.0, 0.0, 0.0], [0.0, 0.0, 0.0], [0.0, 0.0, 0.0], [0.0, 0.0, 0.0], [0.0, 0.0, 0.0], [0.0, 0.0, 0.0], [0.0, 0.0, 0.0], [0.0, -0.1, 0.0], [0.0, 0.0, 0.0], [0.0, 0.0, 0.0], [0.0, 0.0, 0.0], [0.0, 0.0, 0.0], [0.0, 0.0, 0.0], [0.0, 0.0, 0.0], [0.7, -0.5, -0.7], [-0.3, 0.3, 0.3], [-0.1, 0.0, -0.2], [0.0, 0.0, 0.0], [0.0, 0.0, 0.0], [0.0, 0.0, 0.0], [0.0, -0.1, 0.0], [0.1, 0.0, -0.1], [0.1, 0.0, 0.1], [0.0, -0.1, 0.1], [0.0, 0.0, 0.0], [0.0, 0.1, 0.0], [0.0, 0.0, 0.0], [0.0, 0.0, 0.0], [0.0, 0.0, 0.0], [0.0, 0.0, 0.0], [0.0, 0.0, 0.0], [0.0, 0.0, 0.0], [0.0, 0.0, 0.1], [0.0, 0.0, 0.0], [0.0, 0.0, 0.0], [0.0, 0.0, 0.0], [0.0, 0.0, 0.0], [0.0, 0.0, 0.0]], "mulliken_charge": [1.80, -1.58, -0.27, -0.91, 0.70, -0.68, 0.12, 1.03, -1.41, -0.31, 0.22, -0.41, 0.49, -0.74, -0.07, -1.70, -0.66, 0.71, -0.27, -0.31, -0.92, -0.98, -1.38, 0.80, -0.69, 0.01, -0.47, 0.74, 1.08, 0.71, -0.89, 0.40, 0.34, 0.38, 0.38, 0.48, 0.39, 0.45, -1.20, 0.54, 0.37, -0.21, 0.45, -0.20, 0.50, 0.50, 0.42, 0.32, 0.40, 0.51, 0.40, 0.92, -0.01, 0.12, 0.64, 0.78, 0.49, 0.39, 0.57, -0.36, 0.08, -0.63, 0.57, 0.03, -0.76, 0.17, -0.44, 0.20, -0.34, -0.53, -0.91, -0.06, -0.76, -0.30, 0.14, -0.66, -0.90, -0.12, -0.77, -0.59, -0.48, -0.77, -0.22, 0.58, 0.81, 0.44, 0.31, 0.27, 0.28, 0.33, 0.57, 0.40, 0.51, 0.37, 0.42, 0.36, 0.38, 0.39, 0.43, 0.31, 0.39, 0.66, -0.25, -0.36, -0.20, -0.86, -0.77, -1.28, 1.17, 0.51, -0.25, -0.89, -0.53, -0.89, -0.02, 0.54, 0.44, 0.44, 0.45, 0.06, 0.61, 0.48, 0.46, 0.50, 0.56]}